18
Properties=species:S:1:pos:R:3:forces:R:3 method="wB97M-V/def2-TZVPD" relative_energy_ev=3.515 total_energy_ha=-381.15626 smiles="COC1=NC[C@H](C)N1" e_homo_ev=-8.62 charge=0 gap_ev=9.58 multiplicity=1 largest_force_ha_per_bohr=0.1424
C 3.07525 0.06594 0.18044 0.46 -3.10 -0.59
C 0.72990 -0.33016 -0.03672 4.03 -4.15 -0.33
C -0.71905 1.23221 -0.28881 0.86 -0.76 0.09
C -1.50960 -0.22775 -0.49538 4.93 1.21 5.28
C -2.47786 -0.43426 0.58568 1.79 1.53 2.14
H 3.89889 -0.69143 0.03405 -0.07 1.35 1.53
H 3.19180 0.65674 -0.64646 -0.10 1.69 -2.50
H 2.89843 0.76878 0.95474 0.46 -0.11 1.50
H -0.97734 1.90376 0.59719 -1.03 -0.61 -1.83
H -0.59637 1.66087 -1.33218 -0.65 0.30 1.52
H -1.81826 -0.29087 -1.41353 -2.16 -0.34 -5.17
H -1.69256 -0.25685 1.60298 -2.99 -1.17 -2.53
H -3.05406 -1.36599 0.41369 0.15 0.69 0.97
H -2.98044 0.53019 0.46160 -1.30 -0.58 0.84
H -0.31255 -2.09845 -0.42798 0.15 -1.41 -0.28
N 0.66842 0.87012 0.12112 -2.31 4.29 -0.49
N -0.33607 -1.13331 -0.30205 -0.03 2.46 -0.38
O 2.01146 -0.85954 -0.00839 -2.20 -1.29 0.26

35
Properties=species:S:1:pos:R:3:forces:R:3 method="wB97M-V/def2-TZVPD" relative_energy_ev=3.428 total_energy_ha=-785.41528 smiles=Cc1ccccc1N.O.O.O.O.O.O e_homo_ev=-7.96 charge=0 gap_ev=8.00 multiplicity=1 largest_force_ha_per_bohr=0.1522
C -1.76891 1.10016 2.03307 -4.54 2.41 1.06
N -2.86911 -0.79782 0.14046 1.24 0.18 1.00
C -1.49097 -0.88327 0.58907 -2.21 0.36 -0.86
C -0.95621 0.01130 1.54507 1.45 -1.66 0.18
C 0.31833 -0.23067 2.10293 -0.08 -0.35 0.01
C 1.08855 -1.38233 1.85042 -5.82 1.12 -5.11
C 0.59392 -2.12940 0.70000 0.39 -1.10 -0.51
C -0.66460 -1.88189 0.06276 2.45 0.66 1.35
H -2.90518 0.77357 2.09448 1.99 0.64 -0.69
H -1.81411 1.50143 3.06514 1.48 -0.84 -0.02
H -1.73642 2.06965 1.47707 -0.02 -0.94 -0.24
H -3.07291 -0.88565 -0.87201 0.61 0.05 1.45
H -3.43275 -0.05423 0.58156 0.82 -0.70 -0.68
H 0.69625 0.54841 2.76635 -0.13 -0.40 0.23
H 1.82077 -1.67050 2.43660 3.88 -1.22 2.36
H 1.18756 -2.99179 0.16790 -0.90 1.69 1.52
H -0.83941 -2.35762 -0.89134 -0.56 -0.49 0.68
H 0.30911 0.44598 -2.55915 0.34 -0.35 -0.34
H 0.18398 0.46379 -0.98966 -1.52 2.07 -3.45
O -0.15997 0.95024 -1.90676 0.79 -0.83 4.08
H 0.01085 -1.32713 -3.61015 -0.13 0.62 -2.89
H -0.56378 -1.85929 -2.42083 0.86 0.41 0.24
O 0.28765 -1.50291 -2.75093 -0.39 -1.49 1.83
H 1.38559 3.07730 1.98738 -0.36 -0.22 1.33
H 2.17616 2.99905 0.76965 -1.00 0.61 0.00
O 1.35098 3.42417 1.11232 1.34 -0.45 -1.25
H 1.80070 -0.75582 -1.26528 -0.79 -0.60 -0.39
H 2.81650 -0.80480 -0.20159 0.78 -2.16 4.26
O 2.62777 -0.40637 -0.97342 0.08 2.70 -4.03
H 4.60035 0.60752 0.45894 0.09 -0.36 -0.24
H 3.89578 1.83094 -0.20391 1.07 -1.14 2.03
O 4.30984 1.49147 0.66762 -1.15 1.54 -1.83
H -2.63339 0.78360 -2.53316 0.26 -0.43 1.71
H -3.38970 -0.14291 -3.14506 -2.02 -1.76 -4.08
O -3.16320 -0.01421 -2.28552 1.68 2.43 1.28

104
Properties=species:S:1:pos:R:3:forces:R:3 method="wB97M-V/def2-TZVPD" relative_energy_ev=13.463 total_energy_ha=-2225.75115 smiles="[H]/N=C(/N)NCCCCc1c(CN)ccc2c1C(=O)C=C(Cc1cccc(C)c1)C2=O.COCCOCCOC.COCCOCCOC" e_homo_ev=-8.73 charge=0 gap_ev=7.64 multiplicity=1 largest_force_ha_per_bohr=0.0887
C 8.38292 -3.27067 1.71519 -0.39 1.54 0.59
C 7.78072 -2.13903 0.75266 -2.11 1.42 -2.57
C 8.18188 -0.63818 0.77027 -2.06 -0.60 -2.02
C 7.55756 0.43984 -0.18795 -1.34 -4.36 0.12
C 6.44198 -0.02947 -1.19568 1.45 -2.41 2.14
C 6.01612 -1.51497 -1.21617 1.91 -0.09 2.03
C 4.85401 -2.11551 -2.16681 0.53 0.22 0.38
C 3.44237 -2.14287 -1.42214 -0.63 0.59 2.39
C 3.31553 -2.02820 -0.00127 -1.19 -0.17 -2.50
C 1.85599 -2.01628 0.69449 0.08 -0.32 0.79
O 1.66883 -2.52202 1.82789 0.57 1.79 -3.71
C 0.71318 -1.28129 -0.17523 -1.80 1.02 -1.79
C 0.83415 -1.46340 -1.73655 -2.28 1.67 1.49
C -0.24101 -0.80464 -2.64047 0.14 0.24 3.58
C -1.40086 0.03388 -2.00720 2.37 -1.36 1.97
C -1.53720 0.23090 -0.46908 2.97 -1.36 -1.30
C -2.69318 1.07445 0.25090 1.09 -0.36 -0.05
N -3.63414 0.10496 0.89022 0.40 0.27 -0.09
C -0.45532 -0.43125 0.46625 0.69 -1.10 -2.57
C -0.44248 -0.27497 2.06946 -0.18 0.72 -0.27
C 0.78469 0.69325 2.54262 -1.05 -0.08 -0.01
C 0.81574 2.08164 1.71512 0.79 0.14 0.13
C 2.20870 2.28901 0.93848 -0.24 0.37 0.87
N 2.27147 1.55344 -0.37865 1.30 2.10 -0.43
C 2.96686 2.40241 -1.38248 -2.12 0.51 -2.65
N 2.35828 2.76449 -2.51282 1.17 -1.35 2.86
N 4.34665 2.91536 -1.17506 -1.13 -0.33 0.44
C 2.09215 -2.30691 -2.29918 -0.07 -0.83 -0.75
O 2.04241 -3.05354 -3.30491 0.15 2.80 3.26
C 6.68281 -2.56790 -0.25009 1.06 3.65 0.09
H 8.10401 -2.95590 2.79340 0.54 -0.56 -1.62
H 9.52292 -3.28165 1.65635 -1.60 -0.19 -0.03
H 7.91618 -4.29989 1.55522 0.76 1.54 -0.12
H 8.96629 -0.31592 1.53057 -1.17 -0.40 -1.23
H 7.89026 1.52997 -0.10992 -0.60 -1.86 -0.19
H 5.92797 0.69906 -1.92336 1.02 -1.32 1.38
H 4.85143 -1.50460 -3.14036 -0.44 -0.83 1.50
H 5.11124 -3.19621 -2.48566 -0.30 1.72 0.60
H 4.19680 -1.94115 0.71234 -1.25 -0.21 -1.17
H -0.14612 -0.90787 -3.76985 -0.23 0.15 1.77
H -2.14813 0.52696 -2.71608 1.16 -0.77 1.23
H -3.25170 1.79621 -0.43441 0.91 -1.15 0.60
H -2.17162 1.72232 1.04813 -0.92 -0.96 -1.16
H -3.47480 0.00792 1.90308 0.00 -0.04 -0.90
H -3.52315 -0.81377 0.44058 -0.14 0.59 0.54
H -1.40543 0.22559 2.47177 1.48 -0.83 -1.02
H -0.39860 -1.30099 2.57411 0.16 1.48 -0.87
H 0.55673 0.98705 3.63765 0.64 -0.80 -1.65
H 1.76522 0.09698 2.46707 -1.41 1.17 0.17
H -0.05944 2.19774 0.98144 1.26 -0.34 0.98
H 0.72364 2.96678 2.45174 0.17 -1.44 -1.11
H 3.06828 1.94134 1.62765 -1.31 0.63 -1.16
H 2.31747 3.41288 0.74069 -0.03 -1.47 0.40
H 1.31112 1.35007 -0.71258 0.92 0.26 0.13
H 1.39390 2.37498 -2.53025 0.68 0.25 0.08
H 4.97901 2.59643 -1.92028 -0.74 -0.01 0.39
H 4.34898 3.94653 -1.24814 -0.34 -0.89 0.01
H 6.33165 -3.66551 -0.29113 0.64 1.99 0.04
C -5.56184 4.12809 -2.31779 0.27 -0.13 0.05
O -4.21848 4.29528 -2.73090 -0.30 0.29 0.01
C -4.07851 4.63103 -4.10376 0.37 0.04 0.17
C -3.04478 5.73652 -4.30532 -0.02 0.06 -0.16
O -3.42480 7.02327 -3.81329 0.05 -0.28 0.21
C -3.51470 7.18032 -2.39532 0.06 0.20 -0.03
C -2.18901 7.06975 -1.64492 -0.39 -0.44 0.04
O -1.72507 5.72356 -1.62501 0.23 0.22 -0.37
C -0.32876 5.60550 -1.83034 -0.25 -0.17 0.19
H -5.91756 3.13192 -2.59517 -0.22 0.02 -0.01
H -5.59979 4.22812 -1.23130 0.09 -0.08 -0.06
H -6.21203 4.89427 -2.74979 -0.04 -0.03 -0.05
H -5.03421 4.94697 -4.53704 0.01 0.02 0.09
H -3.74388 3.72775 -4.62888 0.01 0.12 -0.24
H -2.91211 5.86844 -5.38483 -0.16 0.06 0.08
H -2.06606 5.44869 -3.92069 -0.13 -0.14 0.19
H -4.26981 6.51374 -1.98021 0.19 -0.19 0.09
H -3.89488 8.19553 -2.24237 0.13 0.00 -0.12
H -2.33935 7.37582 -0.60317 -0.08 0.26 -0.04
H -1.45492 7.73917 -2.10314 0.03 -0.05 -0.06
H 0.01275 6.24586 -2.64982 0.04 0.04 0.05
H -0.11438 4.56968 -2.10147 -0.03 0.06 0.10
H 0.20775 5.85267 -0.90815 0.19 0.05 -0.10
C -1.62289 -3.89839 0.94118 -0.15 0.18 0.20
O -2.84921 -4.07229 1.62857 0.23 -0.30 -0.11
C -3.79996 -4.84928 0.91667 -0.12 0.09 0.38
C -4.49604 -5.85299 1.83213 -0.09 -0.11 -0.12
O -3.66947 -6.91622 2.30864 0.05 0.33 0.11
C -2.63918 -6.57533 3.23963 -0.02 -0.17 0.07
C -3.13022 -6.08687 4.60122 0.24 0.38 -0.39
O -3.69176 -4.78093 4.50492 -0.41 -0.32 -0.01
C -4.86629 -4.61661 5.27778 0.30 0.18 -0.09
H -1.71648 -3.09699 0.20290 0.14 -0.05 -0.18
H -0.85949 -3.61678 1.66938 -0.09 0.06 -0.02
H -1.30055 -4.82415 0.45549 -0.01 0.01 -0.08
H -3.33368 -5.38458 0.08181 0.06 0.01 0.07
H -4.54798 -4.15818 0.50815 -0.15 -0.19 -0.12
H -5.28365 -6.33997 1.24645 0.17 -0.05 -0.04
H -5.00624 -5.35870 2.65925 0.20 0.19 0.00
H -1.93026 -5.87910 2.79300 -0.11 0.22 0.13
H -2.08317 -7.50379 3.40515 -0.18 -0.03 0.01
H -2.27846 -6.02253 5.28805 0.07 -0.26 0.00
H -3.85164 -6.80332 5.00540 -0.08 0.02 -0.03
H -5.54356 -5.46938 5.16497 0.02 -0.03 0.07
H -5.38465 -3.72530 4.91802 0.13 -0.01 0.04
H -4.60566 -4.47810 6.33228 -0.19 -0.07 0.07

37
Properties=species:S:1:pos:R:3:forces:R:3 method="wB97M-V/def2-TZVPD" relative_energy_ev=0.000 total_energy_ha=-917.94553 e_homo_ev=-5.04 charge=-1 gap_ev=8.29 multiplicity=1 largest_force_ha_per_bohr=0.0191
I 0.71868 -0.65918 1.81449 -0.10 0.10 -0.11
C -0.90698 -0.01501 -3.41476 0.03 0.12 -0.09
C -0.82801 -0.23402 -1.91954 -0.19 -0.12 0.16
O -0.03873 0.80380 -1.36664 -0.01 -0.11 -0.02
H 0.09942 0.13986 -3.80709 0.00 -0.08 -0.03
H -1.48675 0.88124 -3.64521 0.00 0.01 0.04
H -1.36453 -0.85626 -3.93785 -0.02 -0.05 0.08
H -0.40858 -1.21878 -1.68132 0.19 0.07 -0.11
H -1.82972 -0.23986 -1.46662 -0.02 0.09 -0.10
H 0.23883 0.50984 -0.48142 0.07 0.07 0.07
C 0.09085 -5.31347 -0.53215 -0.23 0.27 -0.38
C 1.09831 -4.18695 -0.46064 0.22 0.11 0.54
O 1.52471 -4.01845 0.89093 -0.09 0.05 -0.40
H -0.83699 -5.02527 -0.03624 0.11 -0.06 0.24
H 0.49992 -6.21137 -0.07308 -0.07 -0.09 -0.02
H -0.18157 -5.50363 -1.57600 0.17 -0.18 0.03
H 0.65613 -3.25349 -0.81977 0.00 -0.03 -0.09
H 1.98136 -4.40660 -1.07187 -0.09 -0.04 -0.15
H 1.51154 -3.06315 1.06633 -0.02 -0.06 0.29
C 2.76417 3.71117 1.81256 0.49 0.15 -0.43
C 3.42241 2.38454 1.42229 -0.26 0.18 0.16
O 3.50743 1.48267 2.50683 -0.01 0.16 0.17
H 1.67725 3.65816 1.79246 -0.03 -0.10 0.38
H 3.04753 4.50161 1.10620 -0.04 -0.13 -0.08
H 3.16831 4.01845 2.77765 -0.33 -0.03 0.15
H 4.45014 2.58428 1.11395 0.00 -0.11 -0.12
H 2.86479 1.92229 0.60226 0.17 0.02 -0.14
H 2.63627 1.07083 2.61980 0.06 -0.19 -0.10
C -3.94160 2.43419 0.79326 0.03 0.04 0.05
C -2.61542 1.72064 0.61447 0.09 0.84 -0.50
O -2.72057 0.40358 1.08305 0.06 -0.08 -0.11
H -4.71385 1.96150 0.18397 -0.03 -0.04 0.06
H -3.84846 3.47390 0.47146 0.00 0.00 -0.02
H -4.26347 2.43070 1.83610 0.02 -0.07 -0.01
H -1.80946 2.28755 1.10036 -0.10 -0.20 0.35
H -2.34070 1.78648 -0.45112 -0.09 -0.36 0.05
H -1.82266 0.03820 1.13291 0.04 -0.14 0.19

19
Properties=species:S:1:pos:R:3:forces:R:3 method="wB97M-V/def2-TZVPD" relative_energy_ev=4.003 total_energy_ha=-381.51684 smiles="C=C(C)C(=[NH2+])N(C)O" e_homo_ev=-14.06 charge=+1 gap_ev=10.79 multiplicity=1 largest_force_ha_per_bohr=0.0595
C -1.57035 -0.13114 -1.34603 -0.03 -0.49 0.37
C -1.11687 -0.23693 -0.08152 -0.04 -0.59 -2.55
C -1.75854 -0.03159 1.26476 1.64 -0.63 -1.18
C 1.05762 1.63770 -0.47431 2.03 1.71 0.25
C 0.29873 -0.66766 -0.03258 -0.85 1.83 0.86
N 1.24652 0.25197 -0.05375 -0.11 0.69 -0.40
N 0.57341 -1.89256 0.23354 -0.20 0.00 -0.33
O 2.54920 -0.17337 -0.08289 1.15 -0.58 0.58
H -1.06745 -0.54426 -2.22255 0.73 0.37 0.45
H -2.50621 0.26286 -1.68935 -0.77 0.08 0.67
H -2.75972 -0.45836 1.21992 0.07 0.39 0.58
H -1.66636 1.04173 1.28510 -0.69 0.52 1.36
H -1.02305 -0.55309 1.94103 -1.44 0.81 0.12
H 0.05201 1.96041 -0.12391 0.51 -0.24 -1.45
H 1.69652 2.28657 0.22646 -0.49 -1.10 -1.00
H 1.53485 1.81345 -1.56465 -1.91 -0.34 2.37
H -0.09669 -2.48433 0.64094 -0.73 -1.06 0.04
H 1.50308 -2.10192 0.09516 2.40 -1.43 0.27
H 3.05329 0.02053 0.76464 -1.28 0.04 -1.00

What did the first record say?
18
Properties=species:S:1:pos:R:3:forces:R:3 method="wB97M-V/def2-TZVPD" relative_energy_ev=3.515 total_energy_ha=-381.15626 smiles="COC1=NC[C@H](C)N1" e_homo_ev=-8.62 charge=0 gap_ev=9.58 multiplicity=1 largest_force_ha_per_bohr=0.1424
C 3.07525 0.06594 0.18044 0.46 -3.10 -0.59
C 0.72990 -0.33016 -0.03672 4.03 -4.15 -0.33
C -0.71905 1.23221 -0.28881 0.86 -0.76 0.09
C -1.50960 -0.22775 -0.49538 4.93 1.21 5.28
C -2.47786 -0.43426 0.58568 1.79 1.53 2.14
H 3.89889 -0.69143 0.03405 -0.07 1.35 1.53
H 3.19180 0.65674 -0.64646 -0.10 1.69 -2.50
H 2.89843 0.76878 0.95474 0.46 -0.11 1.50
H -0.97734 1.90376 0.59719 -1.03 -0.61 -1.83
H -0.59637 1.66087 -1.33218 -0.65 0.30 1.52
H -1.81826 -0.29087 -1.41353 -2.16 -0.34 -5.17
H -1.69256 -0.25685 1.60298 -2.99 -1.17 -2.53
H -3.05406 -1.36599 0.41369 0.15 0.69 0.97
H -2.98044 0.53019 0.46160 -1.30 -0.58 0.84
H -0.31255 -2.09845 -0.42798 0.15 -1.41 -0.28
N 0.66842 0.87012 0.12112 -2.31 4.29 -0.49
N -0.33607 -1.13331 -0.30205 -0.03 2.46 -0.38
O 2.01146 -0.85954 -0.00839 -2.20 -1.29 0.26